No. 1
ORCA calculation (the ωB97M-V functional and the def2-TZVPD basis) on C39H51BrCoN4O10S2Si as an isolated structure.

Output
Expectation value of S²   8.778
Multiplicity   6
Energy relative to the best compared isomer or geometry (same formula, charge and spin)   0.000 eV
Largest force on an atom   0.74 eV/A
LUMO energy (spin up / spin down)   0.1505 / 0.1026 hartree
Net charge   -2
Kohn-Sham gap (spin up / spin down)   5.31 / 4.95 eV

```
109
Properties=species:S:1:pos:R:3:forces:R:3
Co -0.6006 -0.0210 -0.0244 -0.547 -0.096 0.489
S -2.5931 1.5208 1.5387 -0.105 0.095 0.077
C -2.5979 -0.0716 2.0562 -0.011 0.064 -0.064
N -1.8727 -1.0304 1.5201 -0.020 0.151 -0.038
C -2.0201 -2.2364 2.1531 0.092 -0.100 -0.051
C -1.3465 -3.4089 1.8090 -0.030 0.017 0.074
C -1.5945 -4.5601 2.5350 -0.011 -0.036 0.015
C -2.5013 -4.5660 3.5967 0.020 -0.041 -0.026
C -3.1731 -3.4045 3.9490 0.033 0.010 0.004
C -2.9256 -2.2456 3.2298 -0.011 -0.058 -0.020
S -3.5852 -0.6513 3.4201 -0.010 0.050 0.019
H -0.6379 -3.3940 0.9933 0.059 0.017 -0.089
H -1.0714 -5.4718 2.2732 0.004 -0.026 0.004
H -2.6800 -5.4794 4.1503 -0.005 -0.018 0.014
H -3.8713 -3.3995 4.7757 -0.042 -0.006 0.041
O 1.3400 -0.2516 -1.0604 0.175 -0.072 0.167
N 1.8271 -0.1940 -2.2329 0.266 -0.008 -0.298
C 2.3054 1.0542 -2.7045 0.004 0.015 -0.092
C 2.9587 1.1046 -3.8751 -0.011 0.017 0.044
C 3.1635 -0.0828 -4.6500 -0.027 0.023 0.083
C 2.6272 -1.3213 -4.1624 -0.027 0.010 0.023
C 1.9677 -1.3798 -2.9953 0.049 0.116 -0.070
H 2.0566 1.8842 -2.0594 0.031 -0.081 -0.050
H 3.2969 2.0649 -4.2375 0.013 0.024 -0.020
H 3.6737 -0.0393 -5.5991 0.023 0.004 -0.042
H 2.7263 -2.2268 -4.7428 0.016 -0.052 -0.045
H 1.5039 -2.2407 -2.5387 0.007 -0.002 -0.004
C 4.4832 0.1172 -0.1163 0.090 -0.047 0.014
C 4.4490 -0.3417 1.3404 0.062 0.053 -0.005
C 5.2894 0.5834 2.2187 0.090 -0.010 -0.026
C 4.9621 -1.7768 1.4422 0.060 0.062 -0.034
O 3.1225 -0.3756 1.8133 -0.241 -0.106 -0.006
Si 1.9614 0.7857 2.0413 0.203 0.033 0.041
O 0.5665 0.3613 1.4903 -0.094 -0.075 -0.080
O 2.6313 2.1590 1.3989 0.012 -0.096 -0.044
C 2.1017 3.4769 1.4260 -0.068 0.010 -0.021
C 2.3729 4.0755 0.0491 -0.044 0.007 0.030
C 0.6027 3.4820 1.7032 0.012 0.095 -0.076
C 2.8543 4.2424 2.5135 -0.052 0.038 -0.061
O 1.9310 1.1190 3.6782 0.119 0.076 -0.150
C 1.6033 0.2401 4.7395 -0.089 0.008 0.034
C 1.1988 1.1352 5.9099 0.057 -0.067 -0.025
C 0.4469 -0.6834 4.3707 -0.002 -0.033 0.060
C 2.8401 -0.5791 5.1014 0.003 -0.019 0.038
H 5.5128 0.1617 -0.4809 0.034 -0.017 -0.006
H 4.0324 1.1023 -0.2123 -0.012 0.046 0.020
H 3.9237 -0.5801 -0.7376 0.005 -0.045 -0.003
H 6.3265 0.5995 1.8752 0.055 -0.004 0.000
H 5.2666 0.2356 3.2517 -0.008 -0.021 0.063
H 4.8898 1.5953 2.1865 -0.025 0.037 -0.024
H 5.9748 -1.8598 1.0398 0.018 0.004 -0.001
H 4.3027 -2.4386 0.8825 -0.035 -0.021 -0.043
H 4.9701 -2.1010 2.4832 -0.011 -0.007 0.069
H 1.7723 3.5604 -0.7030 -0.012 0.009 0.041
H 3.4287 3.9697 -0.2059 0.046 -0.008 0.002
H 2.1079 5.1334 0.0308 -0.014 0.081 -0.021
H 0.0673 2.8628 0.9853 -0.009 0.017 -0.060
H 0.2222 4.5039 1.6388 -0.028 0.042 0.017
H 0.3838 3.0895 2.6938 -0.012 -0.036 0.114
H 3.9134 4.3152 2.2607 0.069 -0.011 -0.013
H 2.7576 3.7085 3.4574 -0.030 -0.040 0.062
H 2.4510 5.2503 2.6320 -0.003 0.053 -0.011
H 0.3188 1.7176 5.6402 -0.048 0.023 -0.032
H 2.0112 1.8243 6.1481 0.028 0.014 0.001
H 0.9682 0.5399 6.7953 -0.010 -0.032 0.046
H -0.4241 -0.0985 4.0855 -0.110 0.058 -0.050
H 0.1886 -1.3254 5.2167 -0.006 0.005 0.038
H 0.7008 -1.3145 3.5214 0.037 -0.064 -0.070
H 3.6522 0.0832 5.4068 0.041 0.037 0.002
H 3.1706 -1.1571 4.2386 -0.025 -0.002 -0.023
H 2.6161 -1.2639 5.9208 0.006 -0.047 0.075
Br -0.2397 2.8212 -5.4952 0.015 0.068 -0.077
C -1.7292 3.1950 -4.3651 0.070 0.142 -0.262
C -2.6259 4.1538 -4.8187 -0.090 0.070 0.022
C -3.7206 4.4878 -4.0358 0.030 -0.064 0.051
C -3.9032 3.8694 -2.8009 0.080 0.015 -0.133
C -2.9855 2.9305 -2.3623 -0.015 0.012 0.005
C -1.8831 2.5754 -3.1429 0.002 -0.225 0.226
C -0.9668 1.4764 -2.6008 -0.325 0.131 -0.252
O -0.5000 0.6622 -3.3976 -0.084 -0.086 0.034
O -0.8384 1.5271 -1.3446 0.339 -0.040 0.241
H -2.4596 4.6294 -5.7768 -0.010 -0.003 0.023
H -4.4252 5.2306 -4.3924 0.000 -0.009 0.009
H -4.7569 4.1162 -2.1819 -0.002 0.011 -0.009
H -3.0977 2.4250 -1.4118 -0.004 -0.008 0.052
C -3.0089 -1.2475 -4.9040 -0.003 0.049 -0.014
C -4.1380 -1.4167 -3.8979 -0.114 0.019 0.048
C -3.7094 -2.1062 -2.5923 0.021 -0.003 0.038
C -4.9521 -2.4229 -1.7347 -0.006 0.050 -0.068
C -4.6154 -2.9903 -0.3623 -0.016 -0.009 0.014
C -3.0329 -3.4110 -2.9367 -0.068 -0.045 -0.039
O -3.5838 -4.3004 -3.5690 0.009 0.020 0.004
N -1.7567 -3.5354 -2.5005 -0.007 -0.136 -0.032
C -1.0485 -2.6369 -1.6679 0.111 -0.126 -0.092
O 0.0596 -3.0244 -1.3100 0.063 -0.129 0.186
N -1.5976 -1.4656 -1.3335 0.073 0.202 -0.075
C -2.8372 -1.1266 -1.7823 -0.091 -0.098 0.125
O -3.3441 -0.0536 -1.5026 -0.032 0.055 -0.087
H -3.3543 -0.6787 -5.7685 -0.010 0.013 -0.045
H -2.6526 -2.2146 -5.2644 0.037 -0.022 -0.001
H -2.1700 -0.6999 -4.4702 0.062 0.007 0.012
H -4.9603 -1.9969 -4.3271 0.043 -0.005 -0.028
H -4.5249 -0.4377 -3.6082 -0.036 -0.025 0.000
H -5.5735 -3.1226 -2.3018 0.029 0.034 0.020
H -5.4983 -1.4842 -1.6239 -0.008 -0.008 0.003
H -4.0530 -3.9230 -0.4375 0.033 -0.049 -0.008
H -5.5236 -3.1985 0.2046 -0.032 -0.012 0.016
H -4.0179 -2.2887 0.2200 0.017 0.047 0.021
H -1.2741 -4.4041 -2.6922 -0.070 0.134 0.050
```
Positions in Å, forces in eV/Å.

Atom charges from the Mulliken analysis, given in e for atoms 1 to 8:
1. Co 1.7146
2. S -0.4020
3. C 0.2476
4. N 0.8717
5. C -1.5011
6. C -0.3750
7. C -0.8114
8. C -0.5527

No. 2
ORCA calculation (the ωB97M-V functional and the def2-TZVPD basis) on C39H51CeClO4P4 as an isolated structure in a non-equilibrium geometry.

Output
Multiplicity   1
Energy relative to the best compared isomer or geometry (same formula, charge and spin)   4.465 eV
Largest force on an atom   11.42 eV/A
LUMO energy (spin up / spin down)   -0.2585 / -0.2584 hartree
Net charge   +2
Kohn-Sham gap (spin up / spin down)   4.30 / 4.30 eV

```
100
Properties=species:S:1:pos:R:3:forces:R:3
P -2.1667 -0.7091 -2.6550 0.194 0.646 2.959
C -3.8294 -0.1229 -2.7386 -0.452 -0.008 -0.572
C -4.2166 0.5957 -3.8806 -0.385 -0.236 0.302
H -3.4671 0.8961 -4.6109 -0.272 -0.080 0.049
C -5.5658 0.8856 -4.0640 -0.111 0.186 -0.008
H -5.8708 1.4238 -4.9654 -0.001 -0.183 0.377
C -6.5099 0.4876 -3.1096 0.337 -0.067 -0.081
H -7.5653 0.7126 -3.2726 0.333 -0.089 0.099
C -6.1035 -0.1966 -1.9536 -0.097 0.113 -0.028
H -6.8448 -0.4979 -1.2122 0.226 0.129 -0.201
C -4.7618 -0.4961 -1.7492 0.112 0.212 -0.598
H -4.4267 -1.0126 -0.8527 -0.144 -0.014 -0.106
C -1.0672 0.2432 -3.6894 0.213 -0.034 -0.363
C -0.9653 1.6350 -3.5065 -0.008 -0.119 -0.005
H -1.5834 2.1377 -2.7567 0.179 -0.202 -0.236
C -0.0833 2.3710 -4.2902 -0.053 -0.092 0.013
H -0.0031 3.4477 -4.1499 -0.033 -0.225 -0.060
C 0.6846 1.7318 -5.2691 0.079 -0.127 -0.059
H 1.3619 2.3121 -5.9026 -0.264 -0.188 0.251
C 0.5787 0.3517 -5.4572 0.102 0.030 0.059
H 1.1616 -0.1533 -6.2263 -0.111 0.200 0.145
C -0.2828 -0.4000 -4.6625 -0.238 0.037 0.128
H -0.3818 -1.4810 -4.8203 0.069 0.446 0.046
C -2.0026 -2.4618 -2.9237 -0.098 -0.338 -0.436
C -2.7453 -2.9706 -3.9993 0.134 -0.074 0.015
H -3.3931 -2.2967 -4.5701 0.192 -0.343 0.141
C -2.6399 -4.3169 -4.3331 -0.038 -0.050 0.011
H -3.2050 -4.6927 -5.1875 0.189 -0.004 0.302
C -1.8247 -5.1640 -3.5759 0.001 0.199 0.018
H -1.7576 -6.2218 -3.8408 0.004 0.363 0.145
C -1.1030 -4.6587 -2.4850 -0.086 -0.025 -0.205
H -0.4792 -5.3256 -1.8896 -0.173 0.165 -0.160
C -1.1771 -3.3060 -2.1589 -0.267 0.075 -0.146
H -0.6237 -2.9186 -1.3018 -0.177 -0.101 -0.237
Ce -0.4359 0.2314 1.4739 3.125 2.364 9.773
C 2.0413 0.2976 0.7931 0.131 -0.229 -0.625
C 2.3917 0.0935 -0.4953 0.350 -0.046 0.118
H 2.7963 0.4890 1.5712 -0.238 0.060 -0.360
C 1.2880 -0.2466 -1.4820 1.479 -0.161 -1.395
O 1.5804 -1.5782 -2.0043 -0.865 0.594 -0.044
H 0.8434 -1.8836 -2.5725 0.468 0.295 0.234
C 0.0640 -0.1933 -0.7304 -4.361 0.229 2.673
H 1.2662 0.4942 -2.3289 -0.187 -0.553 0.573
C -1.2018 -0.2282 -0.3666 0.069 -2.485 -11.145
Cl -2.9694 0.1943 2.3816 0.696 -0.120 -0.866
P 0.2284 -2.4818 2.3196 0.353 -0.582 1.007
P -0.2423 3.0826 0.9401 0.181 1.197 0.453
C -0.5186 -2.6985 3.9892 -0.173 0.204 -0.086
H -1.5737 -2.3877 3.9623 0.287 -0.143 0.106
H 0.0071 -2.0727 4.7268 -0.169 -0.162 -0.277
H -0.4461 -3.7569 4.2832 -0.022 0.349 -0.065
C -0.4270 -3.9105 1.4128 -0.293 -0.086 -0.336
H 0.2677 -4.1975 0.6153 -0.092 0.016 0.137
H -1.3815 -3.6308 0.9497 0.095 -0.217 0.122
H -0.5886 -4.7577 2.0894 0.079 0.130 -0.193
C 1.9600 -2.9503 2.6498 0.212 0.186 -0.140
H 2.4513 -2.1450 3.2131 -0.129 -0.197 -0.089
H 2.4840 -3.0711 1.6943 -0.034 -0.020 0.186
H 2.0086 -3.8878 3.2213 -0.038 0.249 -0.167
C -0.5326 3.9735 2.5242 -0.106 -0.230 0.129
H 0.3869 3.9694 3.1290 -0.305 -0.060 -0.177
H -1.3247 3.4691 3.0968 0.215 0.216 -0.106
H -0.8331 5.0112 2.3127 0.139 -0.322 0.086
C 1.2471 3.9395 0.3391 0.306 -0.194 -0.200
H 1.5042 3.5531 -0.6545 0.006 0.141 0.112
H 2.0847 3.7240 1.0147 -0.189 0.069 -0.123
H 1.0906 5.0247 0.2835 -0.007 -0.263 0.038
C -1.5575 3.7664 -0.1178 -0.308 -0.117 -0.111
H -2.4681 3.1666 0.0135 0.089 0.247 -0.065
H -1.2549 3.7214 -1.1702 -0.071 0.046 0.182
H -1.7661 4.8069 0.1669 0.046 -0.275 -0.181
P 4.0636 0.1152 -1.2460 -1.735 -0.110 1.437
C 5.1800 0.8750 -0.0757 0.462 0.081 -0.047
C 3.8895 1.0691 -2.7374 0.453 0.229 -0.413
H 5.0715 0.4123 0.9198 0.012 0.128 -0.457
H 4.9807 1.9539 0.0007 0.019 -0.358 -0.024
H 6.2042 0.7204 -0.4461 -0.190 0.126 0.246
H 3.2176 0.5719 -3.4391 0.082 -0.084 0.057
H 4.8720 1.1771 -3.2002 -0.056 0.078 -0.145
H 3.4904 2.0610 -2.5109 0.087 -0.098 0.078
C 4.5185 -1.5706 -1.6001 0.480 -0.170 -0.256
H 4.4726 -2.1693 -0.6849 0.041 0.191 -0.095
H 5.5349 -1.5869 -2.0032 -0.057 -0.157 0.014
H 3.8088 -1.9835 -2.3215 0.191 0.109 0.117
H -2.1865 -0.2266 0.1688 0.393 0.023 -0.138
O -1.1037 0.9584 6.1118 0.152 -0.110 -1.013
C 0.1021 1.2799 6.6023 0.648 0.357 0.539
C 0.2136 1.5610 7.9855 0.364 -0.099 -0.868
C 1.4487 1.9096 8.5150 -0.143 -0.035 0.009
C 2.5877 1.9833 7.7042 -0.016 -0.085 -0.517
C 2.4833 1.6932 6.3445 0.631 0.217 0.577
C 1.2645 1.3489 5.7792 -1.001 -0.368 -0.015
C 1.2095 0.9762 4.3363 1.499 0.147 0.387
O 2.2590 0.8133 3.6811 -1.425 0.092 0.281
O 0.0072 0.8269 3.8368 -0.069 -0.411 -1.698
H -0.9552 0.8624 5.1141 -0.406 0.071 1.170
H -0.6775 1.4972 8.5924 -0.013 0.011 0.047
H 1.5241 2.1279 9.5839 0.001 -0.069 -0.380
H 3.5506 2.2588 8.1202 -0.145 -0.031 0.012
H 3.3582 1.7247 5.6848 -0.355 -0.007 0.358
```
Positions in Å, forces in eV/Å.

Atom charges from the Mulliken analysis, given in e for atoms 1 to 8:
1. P 1.1811
2. C 0.8811
3. C -0.1147
4. H 0.4144
5. C -0.6934
6. H 0.4295
7. C -0.5043
8. H 0.4156